Record 1
C30H36BErF4N5O2 as an isolated structure at a distorted geometry, computed with wB97M-V/def2-TZVPD.

Geometry as XYZ:
```
79
Properties=species:S:1:pos:R:3:lowdin_spin:R:1
Er 0.75808 0.26525 -0.42555 3.02
C 0.19473 -1.83233 5.10853 0.00
C 0.48150 -0.50012 5.39302 0.00
C 0.89413 0.35190 4.39072 0.00
C 1.01783 -0.13213 3.08129 0.00
C 0.74857 -1.47453 2.80416 0.00
C 0.33711 -2.31913 3.81638 0.00
N 1.37975 0.68058 1.99183 0.00
N 1.81220 1.81447 2.30564 0.00
C 2.10118 2.71264 1.28228 0.00
C 2.69095 3.91441 1.65258 0.00
C 2.93835 4.86387 0.67406 0.00
C 2.57115 4.58598 -0.63171 0.00
C 1.99654 3.35455 -0.91758 0.00
N 1.77719 2.42850 0.01024 0.00
H -0.13858 -2.49145 5.89910 0.00
H 0.37294 -0.12435 6.40127 0.00
H 1.10692 1.39112 4.59138 0.00
H 0.90274 -1.84923 1.79976 0.00
H 0.13539 -3.35984 3.60107 0.00
H 2.92657 4.07522 2.69475 0.00
H 3.39772 5.80846 0.93126 0.00
H 2.70420 5.31044 -1.42193 0.00
H 1.67851 3.11761 -1.92506 0.00
C 0.25499 -0.18535 -3.68552 0.00
O 1.31249 0.22420 -2.79949 0.00
C 2.57226 -0.28088 -3.22967 0.00
C 3.65993 0.35498 -2.39518 0.00
O 3.32111 0.22525 -1.01671 0.00
C 4.46184 0.23707 -0.16119 0.00
H 0.47241 0.15602 -4.69804 0.00
H -0.67081 0.27435 -3.35098 0.00
H 0.15930 -1.27463 -3.67914 0.00
H 2.73512 -0.02815 -4.28019 0.00
H 2.58615 -1.36893 -3.11890 0.00
H 3.76679 1.41719 -2.63859 0.00
H 4.60427 -0.15204 -2.60682 0.00
H 5.12720 1.06395 -0.41940 0.00
H 5.00747 -0.70562 -0.23800 0.00
H 4.10870 0.36544 0.86035 0.00
C -2.25758 1.07759 2.91980 0.00
C -1.97133 1.34887 1.44103 0.00
C -2.95974 0.66330 0.53014 0.00
C -4.24281 1.18264 0.46589 0.00
C -5.20077 0.60839 -0.34952 0.00
C -4.85815 -0.47633 -1.13301 0.00
C -3.58090 -1.02643 -1.10660 0.00
C -3.30120 -2.13952 -2.09501 0.00
C -3.97471 -3.46327 -1.71029 0.00
C -2.62814 -0.46911 -0.23138 0.00
N -1.29033 -0.94770 -0.18700 0.00
C -1.06806 -2.22924 -0.12924 0.00
C 0.21815 -2.78328 -0.31909 0.00
C 0.57399 -4.13456 -0.40002 0.00
C 1.93492 -4.16609 -0.68631 0.00
C 2.34907 -2.83691 -0.76409 0.00
N 1.33071 -1.98243 -0.54931 0.00
H -1.58183 1.64698 3.56005 0.00
H -2.14640 0.01565 3.14960 0.00
H -3.27934 1.37018 3.15843 0.00
H -0.95370 1.01651 1.21996 0.00
H -2.01120 2.42110 1.24333 0.00
H -4.48510 2.06495 1.04657 0.00
H -6.19939 1.02071 -0.40460 0.00
H -5.58529 -0.89791 -1.81735 0.00
H -2.23026 -2.29339 -2.22863 0.00
H -3.70101 -1.82677 -3.06151 0.00
H -3.63490 -3.82281 -0.73745 0.00
H -3.75800 -4.23308 -2.45172 0.00
H -5.05474 -3.33412 -1.65137 0.00
H -1.87851 -2.92369 0.08142 0.00
H -0.09334 -4.97388 -0.27564 0.00
H 2.55302 -5.03786 -0.82687 0.00
H 3.35254 -2.47960 -0.94745 0.00
F -0.56136 1.59734 -1.32877 0.00
B -1.41664 2.72776 -2.15012 0.00
F -1.96088 3.47359 -1.15744 0.00
F -0.43681 3.35147 -2.87879 0.00
F -2.27490 1.97620 -2.88769 0.00
```

Charge = +1
Spin multiplicity = 4
HOMO-LUMO gap (alpha / beta) = 5.67 / 5.67 eV
Highest occupied orbital energy (alpha / beta) = -10.33 / -10.33 eV

Record 2
A 2-piece molecular cluster, CH6OS overall, computed with wB97M-V/def2-TZVPD.

Geometry as XYZ:
```
9
Properties=species:S:1:pos:R:3:lowdin_charge:R:1
S 0.14113 -1.82956 2.15771 0.48
H -0.47369 -1.49497 1.01669 -0.25
H 0.11360 -3.11955 1.79618 -0.22
C 0.30703 1.23825 -1.01469 -0.15
O -0.66174 0.22841 -0.73985 -0.15
H 1.30561 0.81646 -0.92035 0.08
H 0.15769 1.60456 -2.02797 0.07
H 0.21171 2.10520 -0.35278 0.08
H -1.10134 0.45119 0.08506 0.06
```

Spin multiplicity = 1
HOMO-LUMO gap = 10.51 eV
Highest occupied orbital energy = -9.70 eV

Record 3
The molecule C7H10 at a distorted geometry, computed with wB97M-V/def2-TZVPD.

Geometry as XYZ:
```
17
Properties=species:S:1:pos:R:3:lowdin_charge:R:1
C 2.09480 -0.31548 0.14808 -0.05
C 0.60813 -0.26295 -0.01117 -0.31
C -0.39338 -0.64671 0.98183 -0.14
C -1.44984 -0.30390 -0.06942 -0.27
C -0.36137 -0.67663 -1.12530 -0.10
C -1.47895 1.22078 0.04621 -0.21
C -0.30056 1.79509 -0.13488 0.05
H 2.40657 0.56948 -0.39193 0.08
H 2.38126 -0.20688 1.20142 0.09
H 2.61665 -1.19413 -0.26152 0.09
H -0.43674 -0.34063 2.03420 0.13
H 0.10416 -1.66487 0.79279 0.16
H -2.42991 -0.78465 -0.07813 0.13
H -0.24580 -0.02510 -1.98045 0.10
H -0.41578 -1.73428 -1.44131 0.12
H -2.41178 1.65897 0.40326 0.09
H -0.28746 2.91192 -0.11368 0.05
```

Spin multiplicity = 1
HOMO-LUMO gap = 9.18 eV
Highest occupied orbital energy = -8.29 eV

Record 4
C67H59AsBrFeN3O3P2S2Se as an isolated structure at a distorted geometry, computed with wB97M-V/def2-TZVPD.

Geometry as XYZ:
```
140
Properties=species:S:1:pos:R:3:lowdin_spin:R:1
Fe 0.95352 -0.26912 -0.01774 0.00
O 4.25140 0.26959 -0.68592 0.00
S 3.28105 -0.56011 0.02722 0.00
C 3.77562 -0.66549 1.74687 0.00
C 5.12352 -0.84039 2.02850 0.00
C 5.54281 -0.88208 3.34477 0.00
C 4.61358 -0.74999 4.36967 0.00
C 3.27563 -0.55205 4.07739 0.00
C 2.83767 -0.47524 2.75403 0.00
P 1.09713 -0.10208 2.33634 0.00
C 0.19961 -1.00191 3.64912 0.00
C 0.54166 -2.32102 3.93406 0.00
C -0.10401 -3.01725 4.94278 0.00
C -1.09204 -2.39361 5.69317 0.00
C -1.44127 -1.08096 5.41528 0.00
C -0.80564 -0.38850 4.39495 0.00
C 0.78352 1.61988 2.86841 0.00
C 1.27589 2.14174 4.06069 0.00
C 0.91884 3.41832 4.46868 0.00
C 0.05407 4.17853 3.69414 0.00
C -0.42398 3.67303 2.49349 0.00
C -0.04715 2.40533 2.07765 0.00
C 3.62984 -2.22094 -0.52743 0.00
C 4.93347 -2.52073 -0.91069 0.00
C 5.22437 -3.80111 -1.33895 0.00
C 4.21798 -4.76300 -1.40734 0.00
C 2.91696 -4.43307 -1.08150 0.00
C 2.61074 -3.14483 -0.63579 0.00
P 0.88765 -2.60314 -0.40735 0.00
C 0.25650 -3.81020 0.79993 0.00
C 1.13102 -4.58202 1.56580 0.00
C 0.64259 -5.54339 2.43697 0.00
C -0.72493 -5.74168 2.55885 0.00
C -1.60219 -4.97394 1.80823 0.00
C -1.11363 -4.01486 0.93343 0.00
C 0.21807 -3.19899 -2.00948 0.00
C 0.73034 -2.61229 -3.16948 0.00
C 0.39171 -3.10806 -4.41649 0.00
C -0.46667 -4.19377 -4.52749 0.00
C -0.97141 -4.78601 -3.38166 0.00
C -0.62385 -4.30086 -2.12725 0.00
H 5.83838 -0.92118 1.22177 0.00
H 6.59119 -1.01729 3.57270 0.00
H 4.93451 -0.79029 5.40188 0.00
H 2.56245 -0.46728 4.88696 0.00
H 1.33633 -2.80386 3.38279 0.00
H 0.17711 -4.04103 5.15194 0.00
H -1.58475 -2.92905 6.49416 0.00
H -2.21631 -0.59037 5.98930 0.00
H -1.09776 0.63231 4.19053 0.00
H 1.93983 1.56122 4.68527 0.00
H 1.31081 3.81350 5.39619 0.00
H -0.24237 5.16468 4.03059 0.00
H -1.09162 4.25754 1.87251 0.00
H -0.39114 2.04149 1.11636 0.00
H 5.68468 -1.74342 -0.90150 0.00
H 6.23292 -4.05127 -1.63951 0.00
H 4.44849 -5.76252 -1.75072 0.00
H 2.12601 -5.16469 -1.19582 0.00
H 2.20108 -4.45011 1.47340 0.00
H 1.33368 -6.14067 3.01750 0.00
H -1.10626 -6.49860 3.23168 0.00
H -2.67088 -5.12117 1.89593 0.00
H -1.81052 -3.43939 0.33508 0.00
H 1.41909 -1.78151 -3.09352 0.00
H 0.80307 -2.64069 -5.30199 0.00
H -0.73601 -4.58016 -5.50171 0.00
H -1.63417 -5.63827 -3.45612 0.00
H -1.01387 -4.80003 -1.25326 0.00
C -3.72417 -3.00122 -3.42515 0.00
C -2.73199 -2.07465 -3.71003 0.00
C -2.19935 -1.29247 -2.69697 0.00
C -2.67232 -1.40108 -1.38951 0.00
C -3.66449 -2.33894 -1.11152 0.00
C -4.18050 -3.13795 -2.12379 0.00
As -1.92892 -0.24702 0.00996 0.00
C -2.77450 1.46750 -0.44165 0.00
C -3.19576 1.77525 -1.73037 0.00
C -3.79559 2.99553 -2.00471 0.00
C -3.97635 3.92973 -0.99379 0.00
C -3.57084 3.62521 0.29661 0.00
C -2.98169 2.39718 0.57045 0.00
C -3.17998 -0.70162 1.45106 0.00
C -2.81259 -1.58021 2.46074 0.00
C -3.74660 -2.03228 3.38654 0.00
C -5.05653 -1.58946 3.32318 0.00
C -5.43179 -0.69260 2.32911 0.00
C -4.50398 -0.25850 1.39655 0.00
H -4.13761 -3.61589 -4.21397 0.00
H -2.36118 -1.96306 -4.72116 0.00
H -1.42110 -0.58208 -2.93394 0.00
H -4.05118 -2.45194 -0.10673 0.00
H -4.95134 -3.86159 -1.89145 0.00
H -3.07617 1.05831 -2.52959 0.00
H -4.12936 3.21133 -3.01247 0.00
H -4.45310 4.87836 -1.20600 0.00
H -3.73648 4.33167 1.10112 0.00
H -2.71224 2.16009 1.59258 0.00
H -1.79185 -1.92442 2.53927 0.00
H -3.43932 -2.72542 4.16063 0.00
H -5.78479 -1.93631 4.04446 0.00
H -6.45387 -0.34167 2.27230 0.00
H -4.82201 0.41334 0.61029 0.00
C -0.57190 4.30801 -2.90959 0.01
N 0.02624 5.33079 -2.05572 0.05
C -0.08642 6.68699 -2.58646 0.00
C 1.00370 5.01024 -1.17847 0.05
S 1.85991 3.55491 -1.42473 0.52
N 1.26659 5.84711 -0.17337 0.01
C 2.45808 5.70236 0.65349 0.01
C 0.27655 6.78649 0.33634 0.00
H -1.57141 4.64602 -3.18059 0.00
H -0.64709 3.36503 -2.37130 0.00
H 0.01053 4.16137 -3.82405 0.00
H 0.15444 6.66672 -3.65139 0.00
H 0.61129 7.35580 -2.09228 0.00
H -1.10117 7.06921 -2.46647 0.00
H 3.24453 5.20123 0.09597 0.00
H 2.23817 5.12219 1.54900 0.00
H 2.80096 6.69561 0.94204 0.00
H -0.70502 6.55354 -0.06930 0.00
H 0.53544 7.81791 0.09108 0.00
H 0.24594 6.68775 1.42142 0.00
Se 4.70427 2.98292 2.00929 0.15
C 3.33523 2.37631 1.08250 0.03
N 2.38537 1.96552 0.51737 0.14
Br -1.61790 2.68878 -6.80832 0.00
C -0.19121 1.80191 -5.93388 0.00
C 0.91368 1.38664 -6.66143 0.00
C 1.95460 0.74450 -6.00374 0.00
C 1.88950 0.51754 -4.63739 0.00
C 0.77757 0.94692 -3.92248 0.00
C -0.27031 1.58974 -4.57091 0.00
C 0.66187 0.70692 -2.45376 0.00
O -0.26045 1.21819 -1.79681 0.00
O 1.52525 -0.07116 -1.90905 0.00
H 0.95934 1.56544 -7.72660 0.00
H 2.82186 0.42571 -6.56634 0.00
H 2.69889 0.02690 -4.11291 0.00
H -1.13141 1.91319 -4.00150 0.00
```

Charge = +1
Spin multiplicity = 2
HOMO-LUMO gap (alpha / beta) = 7.84 / 5.29 eV
Highest occupied orbital energy (alpha / beta) = -9.80 / -9.61 eV

Record 5
A 8-piece molecular cluster, C31H47N2O23 overall at a distorted geometry, computed with wB97M-V/def2-TZVPD.

Geometry as XYZ:
```
103
Properties=species:S:1:pos:R:3:lowdin_charge:R:1
C 1.25270 4.84397 -0.18104 -0.08
C 1.22083 4.17218 -1.69033 -0.24
O 0.27212 3.05196 -1.66483 -0.24
C -0.92893 3.30103 -2.47207 -0.15
C -2.27170 3.50496 -1.49893 -0.15
O -2.77636 2.15033 -1.22842 -0.20
C -3.27572 1.99965 0.14738 -0.12
C -2.04443 2.01643 1.25970 -0.03
C -2.08433 2.87327 2.65636 0.10
N -0.71112 2.56337 3.22566 -0.10
C -0.09079 3.10263 4.53104 -0.18
C -0.91127 4.42439 5.11255 -0.11
C 0.14032 1.61245 2.37942 0.09
N -0.70030 1.27041 1.16755 0.08
H 1.01174 5.98888 -0.26626 0.08
H 0.38015 4.31885 0.42672 0.07
H 2.26751 4.61030 0.38558 0.08
H 1.05758 4.95289 -2.54510 0.13
H 2.30429 3.69633 -1.85020 0.10
H -1.12503 2.29879 -3.09044 0.15
H -0.83450 4.15273 -3.26764 0.13
H -1.99831 4.13470 -0.55170 0.13
H -3.02394 4.15908 -2.14964 0.14
H -4.00813 2.88248 0.44280 0.16
H -3.90414 0.98528 0.18229 0.14
H -2.91734 3.55803 3.13187 0.15
H 0.98132 3.50887 4.22772 0.14
H 0.08317 2.26606 5.33156 0.14
H -0.78350 5.26331 4.27506 0.10
H -2.05992 4.20587 5.26783 0.08
H -0.35829 4.79481 6.07735 0.10
H 1.23210 1.23013 2.59285 0.15
H -0.45154 0.63124 0.36140 0.16
C -6.88808 -1.43520 -0.24162 -0.13
C -7.97866 -1.65081 0.75695 -0.12
O -7.54850 -0.89927 1.87600 0.08
C -6.69815 0.06007 1.40670 -0.52
O -6.27258 0.98886 2.07298 0.10
O -6.38725 -0.15504 0.09500 0.05
H -7.25718 -1.44872 -1.27081 0.15
H -6.08020 -2.16785 -0.14341 0.09
H -8.94191 -1.25721 0.41560 0.14
H -8.09887 -2.70515 1.02071 0.12
C -6.13021 -5.26789 0.01952 -0.14
C -6.57037 -6.36555 -0.89392 -0.13
O -7.93547 -6.53644 -0.56315 0.07
C -8.36158 -5.36041 -0.01631 -0.50
O -9.52723 -5.09651 0.22721 0.14
O -7.31367 -4.51846 0.22133 0.03
H -5.34815 -4.64553 -0.42397 0.09
H -5.78053 -5.64365 0.98680 0.14
H -6.49461 -6.08621 -1.95011 0.14
H -6.01268 -7.29178 -0.73037 0.14
C 4.53093 -0.60237 1.11545 -0.13
C 5.80719 -0.21381 1.78865 -0.14
O 5.46228 0.97097 2.48106 0.08
C 4.11217 0.93563 2.68008 -0.51
O 3.50031 1.71446 3.39194 0.10
O 3.53673 -0.08505 1.97968 0.05
H 4.42827 -1.68598 1.01118 0.11
H 4.41943 -0.13768 0.13020 0.13
H 6.14210 -0.96273 2.51408 0.13
H 6.61357 -0.02509 1.07465 0.14
C 5.00514 4.64212 -1.76134 -0.15
C 6.27476 4.79036 -2.53534 -0.13
O 7.08757 3.74823 -2.02995 0.08
C 6.24706 2.80152 -1.51912 -0.51
O 6.59943 1.69210 -1.15483 0.13
O 4.96143 3.25783 -1.47019 0.03
H 4.12747 4.94464 -2.33910 0.12
H 5.02159 5.20099 -0.81981 0.14
H 6.12977 4.63646 -3.60986 0.14
H 6.74789 5.76325 -2.37630 0.14
C -1.32207 -2.94322 -0.36257 -0.13
C -1.90538 -2.13792 0.75289 -0.13
O -3.23992 -1.92207 0.33514 0.07
C -3.54844 -2.92278 -0.54068 -0.46
O -4.66978 -3.14387 -0.96659 0.09
O -2.43911 -3.64390 -0.87659 0.09
H -0.55366 -3.63962 -0.01585 0.14
H -0.90241 -2.31616 -1.15614 0.12
H -1.91578 -2.68422 1.70197 0.14
H -1.38500 -1.18691 0.89588 0.10
C 3.93733 -1.00700 -3.10083 -0.13
C 3.08354 0.19057 -3.36513 -0.13
O 1.81064 -0.36880 -3.62767 0.07
C 1.78349 -1.59365 -3.02546 -0.51
O 0.78243 -2.28004 -2.90537 0.12
O 3.02191 -1.94937 -2.57462 0.06
H 4.73542 -0.79917 -2.38284 0.13
H 4.37893 -1.41596 -4.01561 0.14
H 3.00729 0.85013 -2.49422 0.13
H 3.43591 0.77201 -4.22153 0.14
C 5.51018 -5.19685 -0.86009 -0.13
C 4.41960 -5.41246 0.13848 -0.13
O 4.84976 -4.66092 1.25753 0.08
C 5.70011 -3.70159 0.78823 -0.49
O 6.12568 -2.77280 1.45451 0.10
O 6.01101 -3.91669 -0.52346 0.07
H 5.14108 -5.21038 -1.88927 0.14
H 6.31806 -5.92950 -0.76187 0.14
H 3.45635 -5.01886 -0.20286 0.14
H 4.29939 -6.46680 0.40225 0.14
```

Charge = +1
Spin multiplicity = 1
HOMO-LUMO gap = 8.85 eV
Highest occupied orbital energy = -12.05 eV

Record 6
An isolated ion of composition C5H10N and charge +1 at a distorted geometry, computed with wB97M-V/def2-TZVPD.

Geometry as XYZ:
```
16
Properties=species:S:1:pos:R:3:lowdin_charge:R:1
C 1.57084 1.41852 0.32929 0.14
C 0.75252 0.38108 0.03675 -0.27
C -0.77480 0.30474 0.02509 -0.21
C 1.28832 -0.96139 -0.38655 -0.05
C -1.57205 -0.81678 0.33183 0.01
N -1.30260 1.44722 -0.29392 0.28
H 2.61647 1.25361 0.11377 0.10
H 1.08254 2.32547 0.59107 0.07
H 0.72407 -1.26341 -1.22490 0.08
H 1.00093 -1.56060 0.47257 0.08
H 2.43272 -1.02329 -0.22290 0.14
H -1.11407 -1.74449 -0.19420 0.15
H -2.64868 -0.88392 0.31960 0.12
H -1.33188 -1.08210 1.31630 0.11
H -2.20454 1.80898 -0.24707 0.14
H -0.64815 2.17866 -0.32611 0.11
```

Charge = +1
Spin multiplicity = 1
HOMO-LUMO gap = 9.54 eV
Highest occupied orbital energy = -14.61 eV

Record 7
The molecule C3H8N2O at a distorted geometry, computed with wB97M-V/def2-TZVPD.

Geometry as XYZ:
```
14
Properties=species:S:1:pos:R:3:lowdin_charge:R:1
C -0.44921 1.17174 1.08541 -0.13
N 0.27903 0.42877 -0.05572 -0.19
C 1.64428 -0.00838 0.32820 -0.04
C -0.33566 -0.61921 -0.97127 -0.51
O 0.34300 -1.18899 -1.79510 0.08
N -1.65389 -0.75995 -0.78362 0.19
H -1.48595 1.27164 0.73443 -0.02
H -0.38576 0.55692 1.98511 -0.02
H 0.37432 1.30820 -0.55504 0.14
H 2.18092 -0.38272 -0.54493 0.09
H 2.12618 0.86142 0.76950 0.09
H 1.56690 -0.80039 1.07839 0.10
H -2.12740 -1.46668 -1.32476 0.12
H -2.07678 -0.37237 0.04941 0.09
```

Spin multiplicity = 1
HOMO-LUMO gap = 7.61 eV
Highest occupied orbital energy = -6.94 eV

Record 8
The molecule C7H8, computed with wB97M-V/def2-TZVPD.

Geometry as XYZ:
```
15
Properties=species:S:1:pos:R:3:lowdin_charge:R:1
C -1.15584 0.76459 0.69282 -0.07
C 0.14959 -0.00908 0.48049 -0.40
C 0.52986 -0.13456 -1.01328 -0.18
C -0.43233 -0.98081 -1.72243 -0.15
C -1.22845 -1.71469 -2.24812 0.11
C 1.26366 0.50650 1.29401 -0.12
C 2.17444 0.80222 2.02648 0.12
H -1.11406 1.77057 0.25959 0.09
H -1.97542 0.21157 0.22457 0.07
H -1.36786 0.86297 1.76119 0.08
H -0.01408 -1.02896 0.85211 0.14
H 0.58542 0.85818 -1.47838 0.13
H 1.52852 -0.57832 -1.08589 0.12
H -1.91595 -2.36176 -2.74342 0.02
H 2.97251 1.03157 2.70027 0.02
```

Spin multiplicity = 1
HOMO-LUMO gap = 10.96 eV
Highest occupied orbital energy = -9.95 eV

What did we get for calculated total energy? Answer: -3028.57797, -515.09100, -272.52499, -12932.33273, -3049.00766, -250.95490, -303.76181, -271.39485 Eh, in the order shown.